145
Properties=species:S:1:pos:R:3:forces:R:3 method="wB97M-V/def2-TZVPD" e_homo_ev=-7.35 charge=-1 energy_ha=-4162.579442 gap_ev=9.295
O 2.0159 -2.9157 -0.6278 -0.4 0.0 -0.4
C 1.4002 -1.8849 -0.5580 1.6 -0.8 0.5
O 0.8936 -1.4037 0.5523 -0.4 0.4 0.3
B 0.3843 -0.0447 0.2919 0.0 0.2 1.5
O 0.4917 0.0948 -1.1354 -0.2 1.2 -0.9
C 1.2356 -0.8600 -1.6798 -1.0 -0.5 0.4
O 1.5692 -0.9628 -2.8152 0.2 0.2 -0.3
O 1.1525 1.0057 1.0484 -0.1 -0.2 -1.0
C 0.3046 1.8053 1.6660 0.8 -0.3 2.1
O 0.5828 2.7836 2.3043 0.0 0.2 -0.6
C -1.0753 1.1466 1.6765 -0.1 1.5 -1.5
O -0.9915 0.1514 0.8214 -0.4 -1.4 -0.5
O -2.0656 1.6319 2.1419 0.0 -0.6 0.4
C -5.3015 1.6867 0.9418 -0.7 -0.3 -1.6
O -6.0970 2.0856 2.0245 0.1 0.6 -0.4
C -5.9372 3.4568 2.3065 0.3 0.5 1.3
C -6.8656 3.8312 3.4625 0.4 -0.4 1.0
N -8.2149 3.2644 3.3005 0.2 0.3 0.0
C -8.9254 3.1164 4.5723 0.1 0.1 0.0
C -9.2828 4.4302 5.2725 -0.3 -1.3 -0.7
O -8.3029 4.7051 6.2392 -0.3 0.5 0.2
C -8.4591 5.9701 6.8544 0.3 0.0 -0.4
H -4.2282 1.8456 1.0513 0.0 -0.3 0.5
H -5.5978 2.1825 -0.0002 0.0 0.6 0.3
H -5.5864 0.6684 0.6727 0.5 -0.3 0.7
H -6.0523 4.1691 1.4823 -0.5 -0.6 -0.6
H -4.9100 3.6316 2.6515 0.1 0.0 0.1
H -6.7709 4.9023 3.6664 -0.8 0.2 -0.6
H -6.4557 3.4697 4.4183 0.3 -0.5 -0.2
H -8.0055 2.3173 2.9989 -0.3 0.0 -0.4
H -8.3517 2.4890 5.2664 0.1 0.1 0.2
H -9.8735 2.5953 4.4301 0.1 -0.1 -0.5
H -10.2835 4.2220 5.6710 0.1 0.5 0.7
H -9.4213 5.1913 4.4961 0.4 0.4 0.2
H -8.5066 6.7416 6.0788 0.0 0.2 0.1
H -7.5700 6.1339 7.4595 0.0 0.0 0.1
H -9.3507 6.0625 7.4806 -0.1 -0.3 0.0
C -3.2362 7.1088 0.3557 0.4 0.3 0.8
O -1.9348 6.8127 -0.1149 -0.6 -0.2 -0.5
C -1.2468 5.9434 0.7471 0.4 -1.6 0.2
C -0.1048 5.2884 -0.0640 0.0 1.5 0.0
N -0.4931 4.7809 -1.3816 0.5 0.6 0.4
C -1.1522 3.4993 -1.3184 -1.1 0.5 -0.4
C -1.1866 2.7575 -2.6369 0.9 -0.9 0.7
O -2.1117 3.2474 -3.5666 -0.3 0.1 0.4
C -2.3603 2.3381 -4.5943 -0.3 -0.3 -1.4
H -3.7745 7.7940 -0.2954 0.3 -0.1 -0.4
H -3.1118 7.6320 1.3123 -0.3 -0.1 0.1
H -3.8249 6.2017 0.5113 0.0 0.0 0.0
H -1.8267 5.1007 1.1514 -0.7 0.4 -0.2
H -0.8743 6.4812 1.6241 0.2 0.1 0.0
H 0.4173 4.5064 0.4832 -0.1 0.1 0.3
H 0.5666 6.1496 -0.1563 0.5 -0.4 -0.6
H -1.1220 5.4713 -1.7784 0.1 -0.1 -0.2
H -2.2067 3.6328 -1.0179 0.1 -0.4 0.3
H -0.6401 2.8732 -0.5844 0.0 0.0 -0.1
H -1.3895 1.7167 -2.3428 -0.3 -0.1 -0.4
H -0.1677 2.7344 -3.0453 -0.1 0.1 -0.3
H -3.0696 1.5167 -4.4147 0.1 0.1 0.9
H -1.4519 1.8673 -4.9840 0.2 0.2 0.1
H -2.8432 2.8566 -5.4257 0.3 0.3 0.1
C 9.1212 -4.7006 0.1434 -0.8 -0.6 0.1
O 8.3171 -3.5883 0.4477 -0.1 -0.2 0.5
C 8.9909 -2.4207 0.8715 -1.3 1.6 -0.3
C 7.9488 -1.5078 1.5660 0.4 -0.5 0.8
N 7.7284 -2.1413 2.9010 -0.2 0.1 -1.3
C 6.6707 -1.5098 3.6721 -0.4 0.2 0.5
C 5.3072 -1.4443 3.0260 -1.0 0.8 -0.5
O 4.7211 -2.7207 3.0110 0.5 -0.2 0.1
C 3.5984 -2.8962 2.1794 0.1 -0.6 0.4
H 9.4000 -5.2330 1.0577 0.5 0.2 0.0
H 9.9614 -4.4946 -0.5229 0.2 0.3 0.2
H 8.4676 -5.4029 -0.3793 0.0 0.1 -0.1
H 9.2934 -1.9453 -0.0656 0.8 0.3 0.3
H 9.7281 -2.5309 1.6684 0.6 -0.6 -0.5
H 7.0553 -1.4256 0.9417 -0.1 -0.1 0.0
H 8.2964 -0.4967 1.7888 0.4 0.0 -0.5
H 7.4687 -3.0728 2.5802 -0.4 -0.2 0.9
H 6.9423 -0.4984 3.9926 0.3 0.2 -0.6
H 6.5599 -1.9750 4.6557 0.0 -0.6 -0.2
H 5.3120 -1.0002 2.0198 0.5 -0.4 -0.3
H 4.6551 -0.6963 3.5051 0.0 -0.3 0.7
H 3.7717 -2.5242 1.1684 -0.2 0.3 0.1
H 2.6931 -2.5126 2.6592 0.0 0.4 -0.3
H 3.4559 -3.9765 2.1126 0.0 0.0 -0.1
C -2.4692 -1.0193 -1.9710 -0.3 -0.2 -0.5
C -3.4064 -0.1704 -1.1450 -0.2 0.2 -0.3
O -3.8497 -1.0761 -0.1230 -0.3 0.2 -0.1
C -3.0967 -2.1863 -0.1356 0.9 0.6 0.7
O -3.1213 -3.0589 0.6771 -0.5 -0.1 -0.1
O -2.1753 -2.1166 -1.1051 0.4 -0.2 -0.5
H -1.5734 -0.4725 -2.2494 0.2 -0.3 0.1
H -2.9536 -1.4181 -2.8627 0.1 0.0 -0.1
H -4.2680 0.1792 -1.7097 -0.1 -0.1 0.1
H -2.8673 0.6953 -0.7640 -0.2 -0.1 0.6
C 1.2692 -5.6925 -4.0836 0.2 0.5 -0.4
C 1.5848 -4.2921 -3.6235 -0.9 1.6 1.3
O 0.7390 -3.4547 -4.4377 0.3 0.5 0.0
C -0.0502 -4.1989 -5.1945 0.0 0.1 -1.7
O -0.7401 -3.7727 -6.0883 0.0 -0.2 0.9
O 0.1400 -5.4978 -4.9514 -0.3 -0.6 0.1
H 0.9641 -6.2957 -3.2339 0.3 -0.5 -0.3
H 2.0926 -6.0492 -4.7037 -0.2 -0.7 0.3
H 2.5874 -3.8725 -3.6760 0.1 -0.5 -0.3
H 1.2306 -4.1003 -2.6071 0.3 -0.2 0.0
C 2.1982 -6.8408 0.9627 -1.2 2.3 0.8
C 1.3929 -5.9169 0.0203 1.6 -0.8 -0.9
O 0.8966 -6.9259 -0.9082 -1.0 1.2 -0.1
C 1.5926 -8.0436 -0.8194 1.5 -0.7 -0.8
O 1.5819 -8.9293 -1.6266 -0.4 0.2 0.5
O 2.4741 -7.9922 0.2175 -0.7 -0.4 -0.2
H 1.4866 -6.9367 1.7908 0.8 -1.0 0.4
H 3.1248 -6.3445 1.2381 0.0 -0.3 0.4
H 2.1012 -5.2553 -0.4829 -0.3 -0.1 -0.4
H 0.6006 -5.2984 0.4180 -0.2 -0.4 0.2
C 2.5666 4.0083 -2.2854 -1.0 1.3 1.0
C 2.3740 2.7412 -1.4710 0.4 0.5 -0.6
O 3.5661 1.9908 -1.6930 0.9 0.5 -0.7
C 4.5133 2.8263 -2.2366 -1.6 0.1 -0.3
O 5.6101 2.5066 -2.5249 0.7 0.0 0.2
O 3.9707 4.0696 -2.4769 0.3 -0.6 -0.1
H 2.1732 4.8328 -1.6814 0.8 0.2 0.3
H 1.9336 4.2150 -3.1528 0.7 -1.0 -0.7
H 1.5280 2.1985 -1.8753 -0.1 -0.3 0.8
H 2.4330 3.0344 -0.4241 -0.9 -0.5 0.2
C -0.7844 -2.8905 3.8262 -0.9 0.5 0.0
C -0.8276 -3.7061 2.5783 -0.6 -0.5 -0.4
O 0.4400 -4.4006 2.6051 -0.5 -0.2 -0.1
C 0.7771 -4.5324 3.9013 0.9 1.4 0.5
O 1.6431 -5.2100 4.3487 -0.1 -0.6 -0.3
O 0.1228 -3.6098 4.6599 -0.4 0.0 -0.2
H -1.7774 -2.8394 4.2723 0.1 -0.1 0.3
H -0.5106 -1.8574 3.6021 0.7 -0.1 0.4
H -1.0198 -3.1141 1.6895 0.7 -0.1 -0.2
H -1.6266 -4.4488 2.6166 0.1 -0.1 0.0
C 2.4576 -1.5726 -6.8897 0.7 -0.6 0.0
C 1.2468 -0.7064 -6.6420 1.1 0.9 0.5
O 1.6377 0.5327 -7.2873 -0.7 -0.3 0.0
C 2.8094 0.3900 -7.9414 -0.3 1.1 -0.2
O 3.2904 1.2670 -8.5936 0.1 -0.3 0.0
O 3.3355 -0.8117 -7.7410 -0.3 -0.7 -0.2
H 2.1534 -2.5033 -7.3651 0.5 -0.1 -0.1
H 3.0477 -1.7240 -5.9882 -0.3 -0.4 0.1
H 1.2360 -0.5112 -5.5711 -0.7 0.0 0.0
H 0.3278 -1.1335 -7.0297 -0.1 0.3 -0.1

=====

134
Properties=species:S:1:pos:R:3:forces:R:3 method="wB97M-V/def2-TZVPD" e_homo_ev=-7.78 energy_ha=-11729.443923 relative_energy_kcal_mol=309.6 gap_ev=6.774 smiles="CCN(CC)C(=S)SCCCc1cccc2ncc(CC(C)C)nc12.ClCCCl.ClCCCl.ClCCCl.ClCCCl.ClCCCl.ClCCCl.ClCCCl.ClCCCl.ClCCCl.ClCCCl"
C -3.5474 5.2360 -2.9694 -0.4 -0.4 0.1
C -2.4507 4.0639 -3.4261 -0.7 1.8 0.3
N -2.7344 2.8639 -2.5494 1.9 -1.7 -1.0
C -3.8997 2.0346 -3.0430 -0.8 -0.4 0.4
C -4.0543 0.5671 -2.2910 0.2 -0.4 -1.2
C -1.4717 2.0147 -2.3593 0.1 0.9 1.5
S -0.7279 2.0992 -0.8288 -1.1 -0.3 -3.0
S -0.9245 0.9603 -3.8079 -0.2 0.8 0.6
C 0.9403 0.8396 -3.9398 0.9 -0.1 -0.1
C 1.6917 0.2013 -2.6297 0.8 -0.4 -0.9
C 2.9712 1.1656 -2.2822 0.8 -0.4 1.3
C 2.8472 2.0059 -0.8780 -0.4 3.3 1.5
C 2.7482 3.6666 -0.9653 0.0 -3.2 3.3
C 2.6487 4.5516 0.4170 0.2 -4.6 1.0
C 2.6636 3.7353 1.8386 0.0 0.0 -3.0
C 2.7378 2.0745 1.9794 0.1 1.6 -1.0
N 2.7408 1.5209 3.3760 0.2 -4.9 -5.6
C 2.7842 0.0204 3.2918 -0.1 1.7 -1.6
C 2.8257 -0.8796 1.9363 0.1 2.6 -1.1
C 2.8230 -2.5351 2.0325 -1.0 1.6 -0.2
C 4.3186 -3.2065 2.0385 -1.0 -2.1 0.4
C 4.1788 -4.6639 1.2373 -0.3 -0.1 -0.5
C 4.7076 -3.5810 3.5914 0.5 0.8 0.6
N 2.8695 -0.2749 0.5618 -0.4 2.6 5.9
C 2.8208 1.2263 0.5949 0.0 0.3 0.0
H -4.6310 4.9242 -3.3405 2.4 0.8 0.6
H -3.2634 6.2863 -3.4060 -0.6 -2.1 0.7
H -3.6269 5.3196 -1.7906 0.5 -0.3 -2.5
H -1.3649 4.5248 -3.2455 -2.3 -1.4 -0.3
H -2.6137 3.8452 -4.5648 0.5 0.3 2.0
H -3.7964 1.9060 -4.2104 -0.5 0.1 2.1
H -4.8838 2.6403 -2.7514 2.2 -1.2 -0.9
H -3.8323 0.5997 -1.1425 -0.7 0.2 -2.2
H -5.1446 0.1836 -2.5561 2.5 1.0 0.9
H -3.3217 -0.2594 -2.7410 -1.4 2.0 0.9
H 1.3382 1.9044 -4.2622 -0.7 -2.2 1.0
H 1.1656 0.1275 -4.8701 -0.9 1.6 2.0
H 2.1438 -0.8448 -2.9852 -1.0 2.3 0.8
H 0.9929 -0.0462 -1.7242 1.4 0.9 -1.8
H 3.9190 0.4465 -2.1892 -2.0 1.8 -0.1
H 3.2156 1.9273 -3.1518 -0.8 -1.6 1.9
H 2.7347 4.1726 -2.0287 0.1 -1.2 2.4
H 2.5607 5.7362 0.3556 0.2 -3.0 0.3
H 2.6156 4.3779 2.8414 0.1 -1.7 -2.4
H 2.7843 -0.5712 4.3284 0.0 1.5 -2.5
H 2.2095 -2.8076 3.0141 1.5 0.5 -2.0
H 2.1317 -2.9017 1.1323 1.8 0.9 1.8
H 5.1498 -2.5727 1.5108 -1.8 -1.0 1.1
H 3.0811 -4.8408 0.8172 2.3 0.5 0.9
H 4.8882 -4.6760 0.3034 -1.3 -0.1 1.9
H 4.4062 -5.5895 1.9393 -0.3 2.0 -1.5
H 3.7778 -3.5522 4.3360 1.9 0.0 -1.8
H 5.4760 -2.7817 3.9754 -1.5 -1.5 -0.5
H 5.2074 -4.6316 3.7329 -0.9 2.0 -0.5
Cl 6.3171 -4.2038 6.7315 0.0 0.0 0.0
C 7.8933 -4.9310 6.3306 0.3 -0.1 -0.1
C 7.9718 -5.3642 4.8754 0.3 0.2 0.0
Cl 6.9120 -6.7534 4.5296 -0.1 -0.1 0.0
H 8.0627 -5.7707 7.0115 -0.1 0.1 -0.2
H 8.6530 -4.1699 6.5335 -0.2 -0.1 -0.2
H 8.9923 -5.6775 4.6357 -0.1 0.0 0.1
H 7.6975 -4.5506 4.1969 -0.1 -0.4 0.3
Cl -5.5018 8.0881 -5.4643 0.1 0.0 0.0
C -7.2310 7.8600 -5.1013 -0.2 0.0 0.2
C -7.4602 6.7809 -4.0551 0.1 0.4 0.4
Cl -7.0733 5.1549 -4.6709 0.0 -0.1 -0.1
H -7.7471 7.6299 -6.0384 0.2 0.0 0.3
H -7.6057 8.8201 -4.7334 0.2 -0.4 0.0
H -8.5141 6.7656 -3.7620 0.5 0.1 0.0
H -6.8598 6.9556 -3.1570 0.1 -0.1 -0.3
Cl -10.1175 6.5214 -5.3888 -0.7 -0.1 -0.4
C -11.4643 7.6825 -5.2791 -0.3 0.2 0.0
C -11.1667 8.9778 -6.0174 -0.3 -0.2 -0.1
Cl -9.8926 9.9306 -5.2165 -0.1 0.1 0.0
H -11.6735 7.8606 -4.2198 0.1 0.0 -0.2
H -12.3385 7.1949 -5.7213 0.2 0.1 0.0
H -12.0625 9.6054 -6.0424 0.1 -0.1 0.1
H -10.8533 8.7912 -7.0492 0.0 0.0 0.3
Cl -2.4141 -2.4272 -0.6037 0.0 0.0 0.0
C -2.5612 -1.5381 0.9331 0.0 0.1 0.2
C -3.4417 -2.2669 1.9356 0.4 0.0 0.2
Cl -5.1528 -2.2820 1.4411 0.1 0.1 0.1
H -2.9451 -0.5377 0.7111 0.0 -0.2 0.0
H -1.5489 -1.4326 1.3351 -0.2 -0.1 0.0
H -3.3972 -1.7620 2.9052 0.0 0.0 -0.2
H -3.1199 -3.3033 2.0767 -0.1 0.2 -0.1
Cl -8.6767 -7.0092 2.0025 0.0 0.0 0.0
C -7.3283 -6.1010 1.2740 0.2 0.2 -0.1
C -7.6955 -4.6517 0.9979 0.3 0.0 0.2
Cl -8.8926 -4.4995 -0.3121 -0.1 0.0 0.0
H -7.0229 -6.6211 0.3609 -0.2 0.1 0.2
H -6.4973 -6.1452 1.9847 -0.2 0.1 -0.1
H -6.8072 -4.0975 0.6806 -0.2 -0.2 0.0
H -8.1020 -4.1619 1.8881 0.0 -0.2 -0.2
Cl -6.7476 -1.1802 -1.3229 -0.3 -0.1 0.1
C -8.5104 -1.0316 -1.5339 -0.3 0.0 -0.1
C -8.9120 0.3377 -2.0583 -0.1 -0.2 -0.2
Cl -8.6522 1.6222 -0.8520 0.1 0.0 0.0
H -8.9869 -1.2519 -0.5738 0.1 0.1 -0.2
H -8.8094 -1.8054 -2.2476 0.0 0.2 0.1
H -9.9786 0.3439 -2.3022 0.2 -0.1 0.1
H -8.3549 0.6030 -2.9621 0.0 -0.1 0.3
Cl 4.4008 -0.3445 7.0937 0.0 -0.1 0.0
C 3.5476 1.1718 6.7105 -0.1 0.4 -0.1
C 3.5264 2.1319 7.8892 0.1 0.1 -0.2
Cl 2.4954 1.5433 9.2170 0.0 0.0 0.0
H 2.5364 0.9178 6.3785 0.2 0.1 0.1
H 4.0774 1.6282 5.8687 -0.1 0.0 0.2
H 3.1174 3.0968 7.5750 0.0 -0.2 0.0
H 4.5308 2.3021 8.2890 -0.2 -0.2 -0.1
Cl 9.9298 0.6655 3.5212 0.0 0.0 0.0
C 8.2006 0.4374 3.8842 -0.3 0.0 0.1
C 7.9714 -0.6417 4.9303 -0.2 0.4 0.1
Cl 8.3583 -2.2677 4.3146 0.2 0.3 -0.1
H 7.6845 0.2073 2.9471 0.2 0.0 0.2
H 7.8258 1.3975 4.2521 0.1 -0.2 0.0
H 6.9174 -0.6570 5.2235 0.1 0.0 -0.1
H 8.5717 -0.4670 5.8285 0.0 -0.1 -0.3
Cl 5.7533 1.8706 -3.8478 0.3 0.0 -0.1
C 6.7712 0.6213 -4.6073 0.2 -0.2 -0.2
C 5.9439 -0.4845 -5.2431 0.2 0.2 -0.2
Cl 5.1112 -1.4847 -4.0270 0.0 0.0 0.0
H 7.4521 0.2290 -3.8457 -0.2 0.0 -0.1
H 7.3703 1.1243 -5.3726 -0.2 -0.1 0.1
H 6.5947 -1.1550 -5.8121 0.0 0.1 0.1
H 5.1895 -0.0821 -5.9261 0.1 0.0 0.2
Cl 3.6175 -8.7738 2.1311 0.0 0.0 0.0
C 4.8663 -9.5966 1.1629 0.2 -0.2 -0.1
C 6.0200 -8.6717 0.8092 0.1 -0.2 0.2
Cl 5.5372 -7.4076 -0.3490 0.0 -0.1 0.0
H 4.3874 -10.0051 0.2678 0.1 0.2 0.2
H 5.2322 -10.4339 1.7652 0.0 0.2 -0.1
H 6.8233 -9.2441 0.3360 -0.2 0.0 0.1
H 6.4299 -8.1803 1.6970 -0.2 0.0 -0.2